Entry 1:
Molecular formula: C42H61IN2O2SbW
Method: DFT, ωB97M-V/def2-TZVPD

lowest unoccupied orbital energy = -0.369 hartree
HOMO energy = -15.5237 eV
total energy = -68053.7045 eV
charge = +3
gap between HOMO and LUMO = 0.20158 Eh
2S+1 = 1

Geometry (Å):
C  -4.5594  -0.2677  -2.7275
H  -3.0989  0.1004  1.9592
C  0.9189  0.3208  4.0562
H  -1.9528  4.0882  -0.6251
C  -3.0769  -2.7484  0.5132
C  3.9207  0.9858  -1.8760
H  -0.0311  -0.2131  -2.3219
C  -0.3425  0.0897  -4.3933
H  5.0646  -2.7343  -1.8680
C  -2.8136  -1.0595  -1.2897
I  -0.7401  0.3418  -7.3711
C  -4.4229  0.9937  -2.1838
H  0.3462  2.1773  3.0700
C  5.0981  0.5790  -2.5001
H  0.8835  2.3559  4.7348
H  2.4371  -3.1073  3.5581
H  4.2690  3.0242  -0.0372
H  3.1471  3.9088  -3.5497
C  -2.8838  3.8919  -1.1552
C  0.3094  1.7189  4.0591
H  -0.7043  3.0917  -5.9417
C  -0.3008  1.8962  -2.7910
H  0.4818  -2.4391  -0.6726
H  -2.6737  3.7684  -2.2181
H  -2.7950  2.6048  1.4394
H  -3.9889  -2.3175  -2.5713
O  0.4844  1.3925  0.6931
H  -4.4312  1.9590  1.3098
H  1.8659  -2.3573  5.0530
H  3.1053  2.2503  -4.1625
C  5.5301  -0.7310  -2.4681
H  -5.1054  1.7714  -2.5018
H  4.6464  3.0340  -3.7886
W  0.1491  -0.6733  0.1796
H  -4.0757  0.2022  3.4237
H  -1.1884  -3.0550  -2.4004
C  2.5507  -2.4272  0.8822
H  2.9641  0.9751  4.2108
C  1.6627  -3.1393  4.3212
H  5.3440  3.3548  -1.3734
H  -2.6319  -3.6022  1.0218
N  2.0071  0.3152  -0.4472
C  -2.2348  -0.8410  5.2120
C  -2.1796  -2.2587  -0.6249
C  -3.0510  0.1895  3.0456
H  2.3526  2.3174  0.2410
H  -2.6091  1.1572  3.2877
H  -1.1972  -4.1766  2.5974
H  -1.2844  -4.1878  -1.0226
H  -1.6855  -1.6545  5.6863
C  -0.1257  -4.1694  2.7993
H  3.2898  -3.3850  -0.8449
H  -3.4801  4.7970  -1.0488
C  3.6105  2.9255  -3.4702
C  -2.2778  -0.9484  3.6900
H  5.6872  1.3155  -3.0284
Sb  -0.2586  -1.1019  2.9433
C  -0.4434  2.8121  -3.8382
H  -2.7090  -1.9118  3.4052
H  -3.2564  -0.8813  5.5943
H  -1.1747  -2.0533  -0.0517
H  1.7653  -4.0938  4.8413
H  3.9211  4.3690  -1.1387
H  -0.4672  3.8711  -3.6141
H  -3.2926  -1.9567  1.2272
H  3.5101  -2.3432  1.3938
C  -0.5740  2.3749  -5.1430
H  -1.8038  0.1039  5.5434
N  -1.3102  0.4530  -0.2508
H  6.4572  -1.0090  -2.9503
C  -0.2393  0.5312  -3.0906
C  1.7514  1.4270  0.1111
H  0.8743  -0.0953  5.0671
H  2.4449  0.7156  2.5547
C  -0.6952  1.7654  -0.1554
H  2.0385  -3.3168  1.2436
C  3.1956  -0.0015  -1.1826
C  -0.5340  1.0115  -5.4248
H  -0.2724  -0.9648  -4.6243
C  -0.1624  2.4609  -1.4441
C  2.7348  -2.4717  -0.6285
C  4.2928  3.3462  -1.0829
H  -0.4465  -3.0690  4.5957
H  2.4355  2.5151  -1.7843
C  3.5740  -1.3537  -1.2100
C  4.7518  -1.6982  -1.8462
H  -4.0254  -3.0683  0.0792
H  -0.7223  1.7311  4.4079
H  -4.7118  2.9153  -0.8976
H  1.9906  -1.5284  1.2306
C  3.4969  2.4341  -2.0241
H  -4.1489  3.6950  1.2578
C  -3.7567  2.7297  0.9378
H  -1.2531  2.4929  0.4260
H  0.4070  -4.1179  1.8450
O  0.3841  3.5097  -1.1968
C  -3.4719  1.3160  -1.2124
H  1.2960  -2.0863  -2.2750
H  0.1183  -5.1306  3.2553
C  0.2520  -3.0453  3.7546
C  -3.6862  2.7103  -0.5895
H  -5.3103  -0.4556  -3.4826
C  -2.5775  0.2703  -0.8754
H  -2.7022  -3.8438  -1.9805
H  1.1530  -3.6812  -1.5284
C  1.3813  -2.6314  -1.3357
H  2.8242  -0.6669  3.5983
C  -3.7932  -1.3107  -2.2321
C  -1.8009  -3.3955  -1.5656
C  2.3656  0.3218  3.5733

***

Entry 2:
Molecular formula: C31H31IrNO4PSe2Te2
Method: DFT, ωB97M-V/def2-TZVPD

lowest unoccupied orbital energy (alpha / beta) = 0.075 / 0.079 hartree
HOMO energy (alpha / beta) = -3.3886 / -3.4615 eV
total energy = -199739.5100 eV
charge = -1
ΔE to the lowest compared entry with this formula, charge and spin = 29.4 kcal/mol
gap between HOMO and LUMO (alpha / beta) = 0.20000 / 0.20653 Eh
2S+1 = 2

Geometry (Å):
C  4.6438  -1.5252  -0.0719
H  1.3849  4.4378  -2.9662
H  5.1099  -1.3742  0.8925
Ir  -0.2950  0.2743  -0.1238
Te  4.1646  -0.5515  3.7094
C  -7.5784  2.9504  3.3163
C  1.3356  -0.3172  -4.2907
H  1.8959  4.5086  -0.4311
Te  3.1037  1.4910  2.2372
C  0.1925  -2.6579  -1.2340
H  -2.4168  -0.7532  -5.0832
H  0.0930  -5.8179  -2.4612
C  0.9578  2.8719  -1.5146
H  2.3820  -0.1555  -4.0732
Se  2.2355  -2.5750  3.0784
C  -1.3616  -0.6478  -4.8657
C  3.4093  -1.9560  -2.5280
H  -7.5340  1.1770  -0.3990
C  0.4683  -0.7419  -3.2908
H  -5.2134  0.4701  -1.0663
C  -0.8938  -0.8664  -3.5822
C  -6.6837  1.3359  0.2497
O  -7.9745  2.4136  2.0574
C  0.4392  -3.7391  -2.0775
P  0.9107  -1.0000  -1.5385
C  0.8645  -0.1023  -5.5804
Se  0.7580  0.7461  2.0535
H  -3.6332  1.9306  2.6332
H  3.0969  2.9738  -1.8803
C  -4.3100  1.1590  0.7284
C  -5.7512  2.1371  2.3222
H  -1.5871  -1.1202  -2.7871
H  -0.1971  -1.8439  1.6150
C  -6.8283  1.9347  1.4756
C  -2.9361  0.7591  0.2830
C  -1.1817  -4.0715  0.1397
C  2.3242  2.2114  -1.7506
H  -7.7972  4.0221  3.3440
C  -0.6011  -2.8334  -0.1110
C  -5.3919  0.9446  -0.1113
C  -4.4792  1.7672  1.9803
H  -0.8320  -0.1542  -6.8893
H  -1.3807  -6.1049  -0.4886
H  2.2941  1.5932  -2.6503
H  6.4315  -2.2200  -1.0228
H  -1.0091  1.9664  -1.8874
C  2.6778  -1.4118  -1.4678
O  -2.7850  0.0348  -0.7229
H  1.2489  3.2112  0.6029
C  -0.1176  -4.9764  -1.8136
H  2.7091  -0.8661  0.5927
H  2.9402  -2.1454  -3.4842
H  1.0700  -3.5998  -2.9472
H  0.4829  3.0596  -3.6243
O  -1.9575  1.1866  0.9705
H  -1.8216  -4.1969  1.0054
C  3.2968  -1.2352  -0.2369
H  -8.1256  2.4479  4.1183
C  -0.1103  1.8452  -1.2664
H  5.3162  -2.6570  -3.1906
C  4.7514  -2.2475  -2.3614
H  -1.7603  -1.7185  1.1259
O  -6.1848  2.7404  3.4802
C  0.6000  3.7080  -2.7513
H  0.1456  4.3598  -0.1439
C  -0.9396  -5.1404  -0.7038
C  1.0725  3.8016  -0.2944
C  -0.4765  -0.2871  -5.8751
H  -0.3387  4.2435  -2.5913
H  1.5521  0.2101  -6.3564
N  -0.8021  -1.7224  0.7879
H  2.5951  1.5743  -0.9070
C  5.3740  -2.0175  -1.1409

***

Entry 3:
Molecular formula: C3H10OS
Method: DFT, ωB97M-V/def2-TZVPD

lowest unoccupied orbital energy = 0.031 hartree
HOMO energy = -9.1058 eV
total energy = -16155.0482 eV
charge = 0
ΔE to the lowest compared entry with this formula, charge and spin = 18.9 kcal/mol
gap between HOMO and LUMO = 0.36550 Eh
2S+1 = 1

Geometry (Å):
H  -0.1253  -3.1464  2.2350
H  -1.6794  0.7598  -3.0084
H  -2.1245  2.8284  -2.7691
S  -0.1358  -2.5647  1.0341
H  2.2132  -1.0862  0.6620
H  1.9239  0.4853  1.4527
H  -0.0275  1.0644  -2.3285
C  0.2897  -0.8780  1.5155
O  -1.3157  2.6721  -2.2682
C  -1.0938  1.2504  -2.2246
H  -1.4754  0.9085  -1.2641
C  1.7737  -0.5861  1.5178
H  2.2344  -0.9210  2.4492
H  -0.1019  -0.2743  0.6906
H  -0.3556  -0.5121  2.3062